No. 1
Computed, not measured: C35H27GdN5O7P as an isolated structure at a distorted geometry, with wB97M-V/def2-TZVPD.

Last column: Mulliken spin population.
Cartesian coordinates (Å):
H  3.338445  -0.976491  1.783618  -0.0001
C  0.095746  4.196425  2.299567  0.0000
H  -1.133889  -2.224024  -1.826687  0.0002
H  -4.770536  -3.832142  -1.238788  -0.0001
C  -3.555014  -2.261733  -0.401522  -0.0024
N  -2.214202  -0.667820  0.477059  -0.0072
H  -0.623053  3.399056  -4.582848  0.0000
C  4.618698  -0.330985  -3.714624  0.0000
C  0.651791  -2.610588  0.626068  -0.0059
H  5.269624  0.617715  -1.906736  -0.0001
H  -6.554242  -2.239709  -1.915193  0.0000
N  1.654136  -1.554283  0.703042  -0.0015
C  -0.769584  2.095012  5.593938  0.0013
O  -0.842272  4.881946  2.619266  0.0012
H  2.568543  -2.448849  2.401164  -0.0001
O  1.674500  1.399251  0.650727  -0.0200
C  -0.193136  1.664144  -3.403821  -0.0050
H  2.198083  0.928568  6.826957  -0.0001
C  0.509314  -3.165080  -0.809127  0.0020
C  1.330772  0.465175  4.899448  -0.0021
C  3.176146  0.149473  -1.851678  -0.0005
H  -2.623330  2.395209  -5.635574  -0.0001
C  0.111196  3.033233  1.399163  -0.0143
C  2.231320  3.044310  2.417676  -0.0007
C  4.434381  0.182330  -2.440204  -0.0005
C  1.366871  1.069081  6.148593  -0.0010
C  -2.043968  1.825179  -4.921027  -0.0008
C  1.522756  4.325529  2.819362  -0.0011
C  1.387997  2.438589  1.387665  0.0138
C  -1.719574  -1.920956  0.572925  -0.0045
H  3.107631  -0.657240  4.534356  0.0000
C  2.289117  -0.916165  -3.823952  -0.0002
P  0.439846  -0.428786  -1.770337  0.0020
N  -2.432673  -2.908392  0.093802  -0.0002
C  -4.430071  0.016263  -0.526704  -0.0024
C  -4.678025  -2.770664  -1.047204  0.0004
C  -0.566858  0.356877  -3.076004  -0.0050
H  5.599127  -0.298936  -4.171457  0.0000
N  0.505425  -0.038729  2.845826  -0.0033
Gd  -0.264809  0.556272  0.728976  7.0701
C  -3.434471  -0.878119  -0.146749  0.0009
O  1.992800  5.261730  3.399727  0.0020
C  -0.810441  1.488019  4.354735  0.0047
H  -4.324279  1.075199  -0.324167  0.0000
H  -3.309181  0.100188  -5.040936  0.0000
O  -0.530179  -2.073235  1.241239  0.0006
H  1.446953  -1.324044  -4.371259  -0.0002
C  -5.663056  -1.875308  -1.420250  -0.0004
C  -5.540816  -0.502640  -1.164260  0.0003
C  0.261270  0.664834  4.021340  -0.0082
C  -0.046549  -2.202762  -1.883987  -0.0008
C  3.543605  -0.876075  -4.406822  -0.0004
O  3.239232  2.580076  2.905305  0.0019
H  -2.021313  -1.200548  -3.413329  -0.0004
H  -1.623593  1.649280  3.656698  0.0012
H  3.013991  0.587235  -0.872253  0.0026
C  -0.922200  2.390860  -4.327461  0.0007
C  1.667653  -0.623425  2.999854  -0.0009
O  -0.208413  -4.364819  -0.796410  0.0000
H  0.235497  -2.600095  -2.860192  0.0000
H  -6.339084  0.161316  -1.470681  0.0001
H  2.333359  -1.656665  -0.040550  0.0013
H  0.940736  -3.465239  1.246711  -0.0008
H  -1.571541  2.757730  5.889617  0.0001
H  0.677387  2.103917  -2.927840  0.0000
H  3.684316  -1.261967  -5.408406  0.0000
H  0.290445  2.384190  7.433255  0.0000
N  2.196124  -0.375029  4.219051  0.0001
C  2.100317  -0.408559  -2.539269  0.0004
C  0.299928  1.883836  6.474318  0.0005
O  -0.889430  2.535999  0.722422  -0.0150
C  -1.695850  -0.199475  -3.665847  -0.0005
H  -1.136093  -4.159493  -0.540849  -0.0002
C  -2.428682  0.536995  -4.587753  0.0007
C  2.375979  -1.456229  1.973051  -0.0020
H  1.529340  -3.445759  -1.093735  -0.0002

Cartesian forces (eV/Å) of the 2 atoms listed first:
0.0 0.0 0.0
-0.3 -0.1 0.1

The calculation puts the LUMO energy (alpha / beta) at -0.03 / -0.01 eV. As for the calculated total energy: -3257.44269 a.u. The calculation puts the relative energy (zero: lowest compared OMol25 entry of this formula, charge and spin) at 0.0 kcal/mol. Its expectation value of S² is 15.7608. Its spin multiplicity is 8. The value obtained for the HOMO energy (alpha / beta) is -8.192 / -8.255 eV. The maximum force is 2.3 eV/Å. The calculation puts the gap between HOMO and LUMO (alpha / beta) at 8.2 / 8.2 eV.



No. 2
Computed, not measured: C3H6O2 as an isolated structure, with wB97M-V/def2-TZVPD.

Last column: natural (NBO) charge in e.
Cartesian coordinates (Å):
H  -1.555092  -1.082690  0.950143  0.1881
H  1.693504  -0.784688  -1.005715  0.1857
C  -1.005323  -0.470206  0.228552  -0.0902
H  -0.034636  2.024616  0.467937  0.4654
O  0.479924  1.444571  1.044525  -0.6923
C  0.717040  -0.312407  -0.847372  -0.0918
H  0.557660  0.463201  -1.610676  0.1599
H  -1.687841  0.290110  -0.191228  0.1536
C  0.357382  0.135529  0.586443  0.0634
H  0.889983  -0.505988  1.291473  0.1816
O  -0.376008  -1.237271  -0.807615  -0.5234

Cartesian forces (eV/Å) of the 2 atoms listed first:
0.2 0.0 -0.1
-0.3 0.0 0.0

The calculation puts the LUMO energy at 0.90 eV. As for the calculated total energy: -268.33135 a.u. The calculation puts the relative energy (zero: lowest compared OMol25 entry of this formula, charge and spin) at 46.4 kcal/mol. The value obtained for the HOMO energy is -9.955 eV. The maximum force is 0.6 eV/Å. The calculation puts the gap between HOMO and LUMO at 10.9 eV.



No. 3
Computed, not measured: one molecule with the formula C13H21N5O4 at a distorted geometry, with wB97M-V/def2-TZVPD.

Last column: natural (NBO) charge in e.
Cartesian coordinates (Å):
H  -1.745753  1.686643  1.624980  0.2124
N  -2.161860  -0.316695  3.094167  -0.6019
H  1.106221  -2.117979  1.000494  0.4265
C  -0.866530  1.094894  1.609639  -0.1425
C  2.748832  -1.288530  -1.516302  -0.0884
C  1.556330  -1.460633  -0.941006  0.0713
H  0.524994  1.261712  0.018397  0.4198
H  2.872088  -1.018085  -2.523517  0.2209
C  0.306269  -1.403330  -1.837954  -0.4247
C  -0.444457  0.628525  -4.404558  0.6527
C  -0.245100  0.098796  -2.067325  -0.1017
C  -1.222543  -0.297394  2.133495  0.6925
O  0.758070  0.748106  -4.393271  -0.6526
H  -3.380273  -1.377472  4.527654  0.2139
C  1.639480  1.082890  2.711670  -0.6301
H  0.657760  0.841693  -1.961246  0.2309
H  1.177198  3.309317  2.514719  0.4707
H  -1.888673  -1.070170  5.074289  0.1951
C  -2.396158  -1.426483  4.135263  -0.4205
H  -0.494755  -1.836625  -1.270348  0.2294
C  3.016979  -1.913645  0.587562  0.1643
H  -1.362308  2.093167  -5.515782  0.2379
N  1.742159  -1.877316  0.360313  -0.4988
H  -2.029681  -2.437098  3.865770  0.2432
C  -1.199146  0.973600  -5.644914  -0.7014
C  0.237424  1.802802  2.484968  0.1135
H  1.505435  0.204912  3.284790  0.2082
H  1.997958  0.981007  1.745512  0.2173
H  -0.153758  1.989792  3.480934  0.1650
N  -0.438730  0.944710  0.172041  -0.5930
H  -2.651115  0.528673  3.230922  0.3932
N  3.646861  -1.512523  -0.485457  -0.4973
H  3.343242  -2.231198  1.618052  0.1922
H  -0.558245  0.691446  -6.565737  0.2493
C  -1.123324  0.417795  -0.841276  0.6664
H  -2.149640  0.508608  -5.797932  0.2145
H  0.498762  -2.001711  -2.760063  0.2423
O  -0.587002  -1.240779  1.676708  -0.6578
H  -2.053509  0.184202  -3.280302  0.4150
N  -1.014693  0.190650  -3.331797  -0.6015
O  0.673961  2.928954  1.825616  -0.6999
O  -2.252438  -0.083116  -0.766725  -0.6558
H  2.409665  1.717888  3.127560  0.2094

Cartesian forces (eV/Å) of the 2 atoms listed first:
-0.8 0.9 0.1
0.1 -2.5 1.1

The calculation puts the LUMO energy at 0.27 eV. As for the calculated total energy: -1082.66965 a.u. The calculation puts the relative energy (zero: lowest compared OMol25 entry of this formula, charge and spin) at 75.1 kcal/mol. The value obtained for the HOMO energy is -8.294 eV. The maximum force is 5.0 eV/Å. The calculation puts the gap between HOMO and LUMO at 8.6 eV.



No. 4
Computed, not measured: C4H16N3SSn as an isolated structure at a distorted geometry, with wB97M-V/def2-TZVPD.

Last column: natural (NBO) charge in e.
Cartesian coordinates (Å):
H  -1.327966  -0.705704  2.406782  0.2092
H  1.244126  -1.161881  -1.870223  0.3353
H  0.535162  -1.319740  -3.389991  0.3735
N  0.371127  -1.097639  -2.402012  -1.3252
N  1.280831  -0.804602  1.846937  -0.6883
C  -1.078676  0.681055  -4.363186  -1.1345
H  -1.604132  0.712848  -0.984312  -0.3096
H  0.926880  1.927957  -0.385935  0.1058
C  -1.347748  0.391752  2.442566  -0.4179
H  -0.423659  1.868027  1.228475  0.3923
H  -0.318867  -1.747618  -2.008874  0.3644
H  0.448568  -1.714565  3.534628  0.1778
H  -1.488924  1.634066  -4.727831  0.2039
H  2.195866  -1.349992  3.627995  0.1969
S  1.704041  0.794085  -0.223327  -0.1887
H  1.005795  -0.045300  3.843884  0.1953
H  -1.795733  -0.142758  -4.511225  0.1982
C  1.222176  -0.977299  3.305711  -0.4434
Sn  -0.485655  1.024041  -2.276677  0.3822
H  2.073400  -1.239093  1.359439  0.3634
C  0.824938  0.305020  1.246648  0.0783
H  -2.267948  0.757007  1.972480  0.1977
N  -0.209873  1.004148  1.735833  -0.6476
H  -0.135776  0.481243  -4.895660  0.2077
H  -1.347955  0.724942  3.487875  0.1735

Cartesian forces (eV/Å) of the 2 atoms listed first:
0.1 0.4 -0.2
0.0 -0.3 -0.1

The calculation puts the LUMO energy (alpha / beta) at 3.13 / 3.17 eV. As for the calculated total energy: -938.54866 a.u. The calculation puts the relative energy (zero: lowest compared OMol25 entry of this formula, charge and spin) at 40.1 kcal/mol. The value obtained for the HOMO energy (alpha / beta) is 0.504 / -1.202 eV. Its charge is -1. The maximum force is 2.9 eV/Å. The calculation puts the gap between HOMO and LUMO (alpha / beta) at 2.6 / 4.4 eV.



No. 5
Computed, not measured: one molecule with the formula C7H6ClNO2 at a distorted geometry, with wB97M-V/def2-TZVPD.

Last column: natural (NBO) charge in e.
Cartesian coordinates (Å):
C  0.402314  2.031498  0.186646  -0.2671
O  -2.997474  -0.572222  -0.693052  -0.6128
C  -1.988417  -0.899137  -0.105539  0.6636
C  1.578144  1.365848  0.133359  -0.1931
C  1.619380  -0.018886  -0.010246  -0.0739
C  0.411000  -0.725146  -0.125740  -0.1560
H  0.180692  3.027769  0.396275  0.2355
H  -2.715978  1.400126  -0.157076  0.4949
O  -2.040806  1.900587  0.072978  -0.6603
H  -2.650116  -2.724299  0.798760  0.4089
C  -0.768440  -0.131339  -0.109060  -0.2774
Cl  3.208293  -0.769486  -0.127646  -0.0042
C  -0.816481  1.260604  0.134434  0.3876
H  -1.259565  -2.084447  1.392090  0.3877
H  0.641303  -1.951451  -0.277190  0.2439
N  -1.939427  -2.064702  0.586131  -0.8120
H  2.519909  1.938900  0.251676  0.2348

Cartesian forces (eV/Å) of the 2 atoms listed first:
-4.0 -2.3 0.4
-0.6 0.7 -0.5

The calculation puts the LUMO energy at 0.51 eV. As for the calculated total energy: -935.75552 a.u. The calculation puts the relative energy (zero: lowest compared OMol25 entry of this formula, charge and spin) at 29.9 kcal/mol. The value obtained for the HOMO energy is -8.748 eV. The maximum force is 8.4 eV/Å. The calculation puts the gap between HOMO and LUMO at 9.3 eV.



No. 6
Computed, not measured: a 2-piece molecular cluster, C4H9NO overall at a distorted geometry, with wB97M-V/def2-TZVPD.

Last column: natural (NBO) charge in e.
Cartesian coordinates (Å):
H  1.091437  1.896825  -0.066338  0.1199
C  1.132229  1.310195  -0.998542  0.0741
C  -1.291648  0.083770  0.307942  -0.1963
C  -0.704132  -0.164343  -0.862171  -0.0410
H  1.715049  -0.691539  0.426585  0.4773
O  2.377136  -0.710793  1.132577  -0.9407
H  1.918111  -0.333576  1.889229  0.4612
C  -2.498811  -0.489773  0.960126  -0.6495
H  -3.237380  -0.922096  0.285867  0.2235
H  -2.252659  -1.285407  1.667455  0.2279
H  1.496082  1.947502  -1.817205  0.1643
H  -0.989058  -0.958893  -1.541399  0.1983
N  0.671417  0.145704  -1.197578  -0.5201
H  -2.967836  0.257145  1.600706  0.2168
H  -0.904770  0.971964  0.813064  0.1845

Cartesian forces (eV/Å) of the 2 atoms listed first:
-0.9 0.0 0.1
-0.1 0.7 0.3

The calculation puts the LUMO energy at -0.16 eV. As for the calculated total energy: -287.68378 a.u. The calculation puts the relative energy (zero: lowest compared OMol25 entry of this formula, charge and spin) at 93.3 kcal/mol. The value obtained for the HOMO energy is -8.571 eV. The maximum force is 3.6 eV/Å. The calculation puts the gap between HOMO and LUMO at 8.4 eV.